[1]
C27H29BrN3O3Y as an isolated structure. Source: the OMol25 dataset; level of theory: ωB97M-V/def2-TZVPD.

Atoms and positions in Å:
Y1 0.1564 -0.1671 -0.0474
Br1 -0.2128 -0.1454 2.9576
C1 -1.2758 -1.7480 3.0563
C2 -1.6447 -2.1551 4.3047
C3 -2.4406 -3.3098 4.4336
C4 -2.8348 -3.9921 3.3230
C5 -2.4522 -3.5659 2.0314
C6 -2.8713 -4.2795 0.8816
C7 -2.4963 -3.8639 -0.3583
C8 -1.6813 -2.7162 -0.4963
C9 -1.2205 -1.9692 0.5658
C10 -1.6391 -2.4145 1.8600
H1 -1.3374 -1.6049 5.1783
H2 -2.7354 -3.6412 5.4186
H3 -3.4504 -4.8760 3.4142
H4 -3.4910 -5.1556 1.0125
H5 -2.8192 -4.4107 -1.2349
H6 -1.4046 -2.4499 -1.5115
C11 -1.2367 -0.5478 -3.2905
N1 -0.1000 0.1140 -2.6430
C12 1.1323 -0.2005 -3.3722
C13 -0.3253 1.5836 -2.6802
C14 -1.4349 2.0018 -1.7425
C15 -2.4629 2.8236 -2.1828
C16 -3.4581 3.2218 -1.3019
C17 -3.4186 2.7991 0.0158
C18 -2.3784 1.9825 0.4433
C19 -1.3546 1.5587 -0.4097
H7 -1.3696 -0.1615 -4.3110
H8 -2.1479 -0.3635 -2.7237
H9 -1.0588 -1.6202 -3.3545
H10 1.0523 0.0971 -4.4267
H11 1.3229 -1.2742 -3.3317
H12 1.9679 0.3355 -2.9261
H13 -0.5333 1.8894 -3.7170
H14 0.6191 2.0510 -2.3801
H15 -2.4952 3.1504 -3.2149
H16 -4.2615 3.8570 -1.6480
H17 -4.1943 3.1053 0.7051
H18 -2.3758 1.6631 1.4843
C20 4.6296 -2.5373 -1.1942
C21 4.8534 -2.3398 0.2953
C22 4.4376 -0.9410 0.7825
C23 4.6571 -0.8269 2.3073
C24 4.2408 0.5158 2.8783
C25 5.3120 0.0968 0.1041
O1 6.5204 0.0446 0.1296
N2 4.6636 1.1122 -0.5461
C26 3.2875 1.2625 -0.7160
O2 2.8575 2.1600 -1.4134
N3 2.4723 0.3274 -0.1546
C27 2.9601 -0.7390 0.5068
O3 2.1375 -1.5729 0.9236
H19 4.9512 -3.5302 -1.5050
H20 5.1936 -1.8129 -1.7827
H21 3.5726 -2.4412 -1.4531
H22 5.9087 -2.4710 0.5441
H23 4.2757 -3.0692 0.8663
H24 5.7181 -1.0104 2.4931
H25 4.0881 -1.6337 2.7734
H26 4.7984 1.3375 2.4263
H27 4.4248 0.5452 3.9509
H28 3.1766 0.7043 2.7250
H29 5.2424 1.7992 -1.0135

Results
HOMO-LUMO gap = 8.618 eV
Charge = 0

Here are the Löwdin charges for atoms 1 to 5, given in e: 1.444, 0.828, -0.541, -0.131, -0.079

---

[2]
C27H29CaF6N2O5S2Te2 as an isolated structure. Source: the OMol25 dataset; level of theory: ωB97M-V/def2-TZVPD.

Atoms and positions in Å:
Ca1 0.0236 0.7425 1.4201
F1 4.3721 1.1910 -0.4964
C1 3.7293 1.3339 0.6550
F2 4.5934 1.6012 1.6175
F3 2.8550 2.3364 0.5456
S1 2.8218 -0.2424 0.9998
O1 1.7286 -0.2575 0.0435
O2 3.7729 -1.2933 0.9825
N1 2.2291 0.1412 2.4694
S2 1.4978 -1.0394 3.3212
O3 0.1480 -1.2372 2.7894
O4 2.2959 -2.1760 3.6049
C2 1.2093 -0.1227 4.9038
F4 2.3261 -0.0617 5.6095
F5 0.7671 1.1048 4.6480
F6 0.2841 -0.7847 5.5919
C3 0.3538 6.2370 -7.8016
C4 0.2741 5.5133 -6.4888
C5 -0.2433 6.1281 -5.3578
C6 -0.3305 5.4698 -4.1353
C7 -0.9166 6.2201 -2.9742
C8 0.1064 4.1406 -4.0345
Te1 0.0118 3.0470 -2.1289
N2 -0.4204 2.6905 0.1417
C9 -0.5138 3.3022 1.2808
O5 -0.7898 2.6491 2.3613
C10 -0.3280 4.7843 1.4565
C11 0.4785 5.5422 0.6151
C12 0.6226 6.9060 0.8213
C13 -0.0482 7.5251 1.8655
C14 -0.8482 6.7726 2.7138
C15 -0.9781 5.4072 2.5190
C16 -2.1154 3.1132 -2.1898
C17 -2.7896 3.9654 -1.3233
C18 -4.1673 4.0917 -1.3796
C19 -4.8853 3.3458 -2.3032
C20 -4.2160 2.4820 -3.1522
C21 -2.8259 2.3503 -3.1154
C22 -2.1448 1.4228 -4.0788
C23 0.6646 3.5182 -5.1578
C24 1.2315 2.1210 -5.1546
C25 0.7266 4.2090 -6.3648
H1 0.0151 7.2673 -7.7039
H2 -0.2670 5.7494 -8.5553
H3 1.3761 6.2512 -8.1824
H4 -0.5874 7.1545 -5.4224
H5 -0.8519 7.2947 -3.1464
H6 -0.4083 5.9980 -2.0348
H7 -1.9691 5.9697 -2.8372
H8 1.0099 5.0574 -0.1939
H9 1.2624 7.4842 0.1669
H10 0.0590 8.5900 2.0247
H11 -1.3669 7.2498 3.5352
H12 -1.5804 4.8051 3.1850
H13 -2.2300 4.5498 -0.6046
H14 -4.6727 4.7730 -0.7073
H15 -5.9625 3.4327 -2.3602
H16 -4.7747 1.8970 -3.8731
H17 -2.8743 0.9427 -4.7298
H18 -1.5839 0.6421 -3.5586
H19 -1.4351 1.9631 -4.7101
H20 1.1517 1.6199 -4.1919
H21 2.2877 2.1486 -5.4277
H22 0.7237 1.4989 -5.8946
H23 1.1538 3.7065 -7.2269
C26 -4.2826 0.6832 0.1299
Te2 -3.0433 -0.3095 1.5633
C27 -2.9774 -2.2039 0.5781
H24 -5.3098 0.3432 0.2251
H25 -3.9130 0.5062 -0.8767
H26 -4.2259 1.7499 0.3276
H27 -3.0543 -2.0401 -0.4943
H28 -3.7866 -2.8440 0.9159
H29 -2.0232 -2.6754 0.7997

Results
Multiplicity = 2
HOMO-LUMO gap (alpha / beta) = 7.831 / 7.045 eV
⟨S²⟩ = 0.76
Relative energy (zero: lowest compared OMol25 entry of this formula, charge and spin) = 11.2 kcal per mole
Charge = 0

Here are the Löwdin charges for atoms 1 to 5, given in e: 1.224, 0.163, -0.683, 0.171, 0.128

---

[3]
C27H29F5N2O8P2STeV as an isolated structure. Source: the OMol25 dataset; level of theory: ωB97M-V/def2-TZVPD.

Atoms and positions in Å:
V1 -0.4803 0.0109 -1.1087
O1 -1.8398 0.6479 -1.9970
C1 -3.0865 0.3196 -2.4616
C2 -3.7749 1.2277 -3.2494
C3 -5.0003 0.8134 -3.8585
C4 -5.4848 -0.4349 -3.6140
C5 -4.7867 -1.3548 -2.7920
C6 -3.5929 -0.9675 -2.2222
C7 -2.8706 -1.8813 -1.3883
N1 -1.7226 -1.6454 -0.9326
N2 -1.2388 -2.5841 -0.0565
C8 -0.0135 -2.3246 0.3151
O2 0.5241 -1.1798 -0.0421
C9 0.6731 -3.3627 1.1251
C10 1.9593 -3.1253 1.6109
C11 2.5859 -4.1379 2.3064
C12 1.9282 -5.3665 2.5344
C13 0.6773 -5.5997 2.0159
C14 0.0452 -4.6052 1.2907
H1 -3.3827 2.1830 -3.5159
H2 -5.5284 1.4585 -4.5686
H3 -6.4086 -0.7311 -4.1127
H4 -5.2158 -2.3170 -2.5137
H5 -3.3345 -2.8359 -1.1074
H6 2.4291 -2.1664 1.5044
H7 3.5313 -3.9022 2.7810
H8 2.3990 -6.0775 3.2251
H9 0.2421 -6.5634 2.1577
H10 -0.9593 -4.7926 0.8977
C15 3.4206 0.4352 0.1276
O3 2.8271 1.2682 -0.8847
P1 1.3251 1.7538 -0.8326
O4 1.1405 2.6288 -2.1633
C16 2.0488 3.6860 -2.4652
O5 1.3728 2.7938 0.3775
C17 0.4287 3.8137 0.6989
H11 2.9971 0.6592 1.1060
H12 4.4864 0.6773 0.1203
H13 3.2814 -0.6153 -0.1317
H14 1.5911 4.1787 -3.3012
H15 3.0383 3.2649 -2.7546
H16 2.1325 4.3829 -1.6326
H17 0.1602 3.7427 1.7455
H18 -0.4720 3.7603 0.0816
H19 0.8758 4.8062 0.5585
C18 -0.0103 3.0377 5.6366
C19 0.2225 1.6278 5.2315
O6 -0.4064 1.4299 3.9329
P2 0.0501 0.1987 2.9819
O7 1.4753 0.1361 2.6526
Te1 -1.5392 0.8980 1.2295
O8 -0.4686 -1.1116 3.7303
C20 -1.8133 -1.2315 4.1524
C21 -2.1363 -2.7040 4.3137
H20 0.3521 3.1613 6.6601
H21 -1.0688 3.2911 5.6416
H22 0.4537 3.7249 4.9423
H23 -0.2213 0.9297 5.9353
H24 1.2936 1.4152 5.1242
H25 -2.5172 -0.7327 3.4692
H26 -1.9222 -0.7053 5.0908
H27 -1.9659 -3.1964 3.3542
H28 -3.2094 -2.8208 4.6061
H29 -1.4787 -3.1794 5.0362
F1 3.3047 3.1820 -6.4409
C22 2.7644 2.3119 -5.5862
C23 3.5108 1.6767 -4.6102
F2 4.8093 1.9625 -4.4597
C24 2.9578 0.6302 -3.8659
F3 3.7557 -0.1190 -3.0900
C25 1.5950 0.3532 -3.9047
S1 0.8929 -0.8530 -2.8322
C26 0.8360 1.0906 -4.8247
F4 -0.4894 0.9247 -4.8223
C27 1.4084 2.0483 -5.6358
F5 0.6364 2.6813 -6.5219

Results
Multiplicity = 2
HOMO-LUMO gap (alpha / beta) = 6.672 / 6.786 eV
⟨S²⟩ = 0.78
Relative energy (zero: lowest compared OMol25 entry of this formula, charge and spin) = 0.0 kcal per mole
Charge = 0

Here are the Löwdin charges for atoms 1 to 5, given in e: 0.388, -0.270, -0.252, 0.027, -0.066

---

[4]
C27H29FN5SSiTi as an isolated structure. Source: the OMol25 dataset; level of theory: ωB97M-V/def2-TZVPD.

Atoms and positions in Å:
Ti1 0.3851 -0.5992 0.1873
N1 3.6381 -0.2194 3.2551
C1 2.6019 -0.0053 2.4362
S1 2.6654 -0.7436 0.8559
N2 1.6256 0.7523 2.8555
N3 0.6528 0.8987 1.9249
C2 -0.2485 1.7847 2.1567
C3 -0.3040 2.6247 3.3773
C4 -0.8076 2.0927 4.5576
C5 -0.8812 2.8823 5.6954
C6 -0.4473 4.1990 5.6564
C7 0.0606 4.7297 4.4784
C8 0.1308 3.9458 3.3375
C9 -1.2762 1.9126 1.1157
C10 -2.2709 2.8776 1.1773
C11 -3.2015 2.9578 0.1555
C12 -3.1160 2.0660 -0.9003
C13 -2.1057 1.1231 -0.8846
N4 -1.2030 1.0373 0.0959
H1 4.4160 -0.7782 2.9563
H2 3.6882 0.2845 4.1250
H3 -1.1329 1.0597 4.5915
H4 -1.2729 2.4661 6.6138
H5 -0.5026 4.8116 6.5462
H6 0.4050 5.7548 4.4495
H7 0.5320 4.3534 2.4172
H8 -2.3060 3.5547 2.0186
H9 -3.9815 3.7065 0.1876
H10 -3.8144 2.0873 -1.7239
H11 -2.0130 0.4096 -1.6934
C14 0.2184 -2.8035 0.8044
C15 -0.0688 -2.0670 1.9842
C16 -1.2749 -1.3898 1.7783
C17 -1.7531 -1.7205 0.4913
C18 -0.8526 -2.6210 -0.0963
H12 1.1015 -3.3981 0.6405
H13 0.5805 -1.9724 2.8397
H14 -1.7372 -0.6983 2.4646
H15 -2.6477 -1.3347 0.0310
H16 -0.9116 -3.0121 -1.0966
C19 0.6324 -3.5989 -3.1165
Si1 1.7627 -2.2029 -2.5709
C20 3.1197 -2.9498 -1.5269
C21 2.5466 -1.3860 -4.0606
N5 0.8979 -0.9247 -1.6527
C22 0.4274 0.1420 -2.4513
C23 -0.3430 -0.0479 -3.6063
C24 -0.7856 1.0250 -4.3625
C25 -0.4882 2.3284 -3.9864
C26 0.2552 2.5534 -2.8373
C27 0.6843 1.4652 -2.1121
F1 1.3460 1.6803 -0.9388
H17 1.1652 -4.1978 -3.8597
H18 -0.2924 -3.2578 -3.5870
H19 0.3707 -4.2758 -2.3010
H20 3.5938 -3.7397 -2.1166
H21 2.7820 -3.4087 -0.5983
H22 3.8917 -2.2197 -1.2814
H23 3.3969 -1.9889 -4.3881
H24 2.9244 -0.3902 -3.8208
H25 1.8655 -1.2951 -4.9065
H26 -0.5914 -1.0569 -3.9109
H27 -1.3680 0.8398 -5.2553
H28 -0.8340 3.1631 -4.5799
H29 0.5016 3.5488 -2.4929

Results
HOMO-LUMO gap = 7.290 eV
Relative energy (zero: lowest compared OMol25 entry of this formula, charge and spin) = 0.0 kcal per mole
Charge = +1

Here are the Löwdin charges for atoms 1 to 5, given in e: 0.841, 0.113, -0.785, 0.780, 0.038

---

[5]
C27H29N7O3RhSSe as an isolated structure. Source: the OMol25 dataset; level of theory: ωB97M-V/def2-TZVPD.

Atoms and positions in Å:
Rh1 -0.2987 0.4342 -0.9254
N1 -4.7776 3.4161 7.7929
C1 -4.2709 3.0802 6.8222
C2 -3.6251 2.6499 5.6414
C3 -3.0219 3.5738 4.7854
C4 -2.4042 3.1387 3.6326
C5 -2.3864 1.7801 3.3003
C6 -2.9844 0.8639 4.1713
C7 -3.5865 1.2875 5.3350
C8 -1.7584 1.3311 2.0606
C9 -2.4991 0.5111 1.1744
C10 -3.8240 -0.0178 1.3504
C11 -4.0974 -0.7874 0.2366
C12 -2.9856 -0.7009 -0.5961
N2 -2.0354 0.0975 -0.0265
C13 -0.4219 1.7023 1.7873
C14 0.4436 2.3941 2.6666
C15 1.6995 2.4541 2.0532
C16 1.5781 1.8058 0.8439
N3 0.2982 1.3406 0.6661
H1 -3.0592 4.6243 5.0293
H2 -1.9659 3.8509 2.9497
H3 -2.9347 -0.1910 3.9500
H4 -4.0264 0.5772 6.0166
H5 -4.4676 0.1702 2.1849
H6 -4.9857 -1.3550 0.0417
H7 -2.8202 -1.1676 -1.5508
H8 0.1932 2.7682 3.6382
H9 2.5900 2.8981 2.4521
H10 2.3643 1.6490 0.1296
C17 4.4267 0.4810 -3.1728
C18 3.4473 -0.7004 -3.1779
C19 4.1837 -2.0028 -2.8725
C20 2.7630 -0.8047 -4.5381
N4 2.4260 -0.5568 -2.1208
N5 1.6460 0.6277 -2.0963
H11 5.1850 0.3118 -3.9316
H12 4.9288 0.5754 -2.2109
H13 3.9264 1.4168 -3.4164
H14 4.9005 -2.2131 -3.6604
H15 3.4716 -2.8231 -2.8170
H16 4.7250 -1.9485 -1.9303
H17 3.5124 -1.0034 -5.3011
H18 2.2351 0.1094 -4.8062
H19 2.0509 -1.6318 -4.5281
H20 2.8461 -0.7144 -1.2036
H21 1.2432 0.7510 -3.0438
H22 2.2241 1.4618 -1.9307
C21 -2.5055 0.9558 -4.5689
S1 -1.0113 0.9069 -3.5885
O1 -1.0957 1.9399 -2.5373
O2 0.1519 1.0718 -4.4331
O3 -0.9794 -0.4176 -2.8927
H23 -2.5571 1.9234 -5.0504
H24 -3.3436 0.8084 -3.8985
H25 -2.4474 0.1640 -5.3071
Se1 0.4922 -2.5247 -2.2990
N6 -0.0188 -1.8277 -0.7503
C22 0.4977 -2.5279 0.2610
C23 0.2666 -2.3117 1.6298
C24 0.8584 -3.1570 2.5277
C25 1.7201 -4.1934 2.1081
C26 1.9770 -4.4233 0.7852
C27 1.3422 -3.6154 -0.1747
N7 1.4442 -3.7436 -1.4952
H26 -0.3724 -1.4969 1.9349
H27 0.6701 -3.0441 3.5831
H28 2.1901 -4.8055 2.8603
H29 2.6490 -5.1964 0.4512

Results
HOMO-LUMO gap (alpha / beta) = 6.015 / 6.015 eV
Relative energy (zero: lowest compared OMol25 entry of this formula, charge and spin) = 49.5 kcal per mole
Charge = +1

Here are the Löwdin charges for atoms 1 to 5, given in e: 1.213, 0.187, -0.180, -0.214, 0.006

---

[6]
C27H29N7OSW as an isolated structure. Source: the OMol25 dataset; level of theory: ωB97M-V/def2-TZVPD.

Atoms and positions in Å:
W1 -0.7797 0.9881 -1.6511
C1 -0.1029 3.7615 -3.0361
N1 -1.1189 3.1951 -2.0726
C2 -2.5490 3.5206 -2.4275
C3 -3.3332 2.2519 -2.4192
N2 -2.7099 1.0694 -2.1482
C4 -3.6889 0.0366 -2.3088
C5 -3.6079 -1.3407 -2.1849
C6 -4.7707 -2.0495 -2.4366
C7 -5.9650 -1.4028 -2.7883
C8 -6.0460 -0.0280 -2.9080
C9 -4.8761 0.6685 -2.6613
N3 -4.5850 2.0497 -2.7151
C10 0.7813 2.6539 -3.5043
N4 0.6248 1.3895 -3.0136
C11 1.5402 0.5527 -3.7285
C12 1.7835 -0.8093 -3.6683
C13 2.7412 -1.3016 -4.5384
C14 3.4332 -0.4622 -5.4244
C15 3.1920 0.8975 -5.4813
C16 2.2268 1.3756 -4.6121
N5 1.7014 2.6734 -4.4272
H1 0.4687 4.5573 -2.5563
H2 -0.6118 4.2054 -3.8905
H3 -0.9368 3.6309 -1.1679
H4 -2.5871 3.9616 -3.4227
H5 -2.9543 4.2571 -1.7331
H6 -2.6901 -1.8458 -1.9114
H7 -4.7625 -3.1286 -2.3618
H8 -6.8504 -1.9971 -2.9721
H9 -6.9735 0.4616 -3.1777
H10 -5.2594 2.7742 -2.9462
H11 1.2521 -1.4626 -2.9883
H12 2.9627 -2.3605 -4.5410
H13 4.1751 -0.8911 -6.0850
H14 3.7294 1.5398 -6.1678
H15 2.0063 3.4988 -4.9360
C17 3.0067 -3.8033 4.3049
C18 1.9271 -3.2405 3.3825
C19 2.5126 -2.1301 2.5248
N6 1.5463 -1.6608 1.4788
C20 0.7611 -0.6194 1.5003
S1 -0.2972 -0.4975 0.0101
N7 0.6030 0.2851 2.4213
C21 1.6359 0.6729 3.5816
O1 2.5115 1.3592 3.1881
C22 1.2935 0.1781 4.8917
C23 0.1091 -0.5204 5.1600
C24 -0.1496 -0.9457 6.4445
C25 0.7690 -0.6809 7.4600
C26 1.9483 0.0098 7.1955
C27 2.2125 0.4504 5.9175
H16 2.5803 -4.5621 4.9577
H17 3.4439 -3.0249 4.9330
H18 3.8133 -4.2701 3.7390
H19 1.0936 -2.8488 3.9685
H20 1.5297 -4.0308 2.7394
H21 3.3838 -2.4832 1.9741
H22 2.8308 -1.2821 3.1212
H23 1.4740 -2.2737 0.6782
H24 -0.0531 1.0314 2.2419
H25 -0.6136 -0.7190 4.3773
H26 -1.0634 -1.4801 6.6653
H27 0.5595 -1.0144 8.4683
H28 2.6554 0.2052 7.9893
H29 3.1159 1.0047 5.6993

Results
Multiplicity = 3
HOMO-LUMO gap (alpha / beta) = 4.039 / 4.102 eV
⟨S²⟩ = 2.02
Relative energy (zero: lowest compared OMol25 entry of this formula, charge and spin) = 0.0 kcal per mole
Charge = +4

Here are the Löwdin charges for atoms 1 to 5, given in e: 1.453, -0.027, -0.125, -0.027, -0.247

---

[7]
C27H30AsCsN3O3P as an isolated structure. Source: the OMol25 dataset; level of theory: ωB97M-V/def2-TZVPD.

Atoms and positions in Å:
Cs1 0.6672 -0.3442 1.0563
N1 -2.1742 -2.7259 0.6671
C1 -2.7615 -2.9720 -0.5681
C2 -3.6222 -4.0743 -0.7004
C3 -4.2009 -4.3799 -1.9143
C4 -3.9415 -3.5992 -3.0398
C5 -3.0907 -2.5173 -2.9117
C6 -2.4856 -2.1804 -1.6969
P1 -1.3367 -0.7434 -1.5454
C7 -2.3053 0.5733 -2.3894
C8 -2.2766 0.8397 -3.7569
C9 -3.0901 1.8254 -4.3038
C10 -3.9456 2.5579 -3.4894
C11 -3.9728 2.3115 -2.1235
C12 -3.1487 1.3341 -1.5801
C13 -0.0239 -1.1227 -2.7666
C14 0.2596 -2.4167 -3.1983
C15 1.3376 -2.6582 -4.0446
C16 2.1438 -1.6118 -4.4683
C17 1.8769 -0.3184 -4.0344
C18 0.8082 -0.0782 -3.1832
H1 -2.5993 -3.1445 1.4749
H2 -1.7898 -1.8139 0.8322
H3 -3.8285 -4.6874 0.1717
H4 -4.8641 -5.2348 -1.9869
H5 -4.3972 -3.8329 -3.9943
H6 -2.8864 -1.9046 -3.7834
H7 -1.6059 0.2831 -4.4032
H8 -3.0559 2.0201 -5.3697
H9 -4.5802 3.3252 -3.9169
H10 -4.6268 2.8875 -1.4791
H11 -3.1629 1.1561 -0.5115
H12 -0.3668 -3.2407 -2.8821
H13 1.5432 -3.6695 -4.3744
H14 2.9791 -1.8017 -5.1316
H15 2.5087 0.5033 -4.3500
H16 0.6209 0.9326 -2.8324
O1 1.7310 2.2883 3.6068
N2 1.5296 1.6765 2.5290
N3 2.0967 2.1451 1.4699
O2 1.8462 1.5305 0.3145
C19 2.9401 3.3348 1.4302
C20 3.8492 3.6524 2.4303
C21 4.6600 4.7705 2.2718
C22 4.5546 5.5668 1.1395
C23 3.6436 5.2313 0.1454
C24 2.8420 4.1084 0.2837
H17 3.9122 3.0477 3.3192
H18 5.3729 5.0228 3.0474
H19 5.1831 6.4429 1.0292
H20 3.5606 5.8418 -0.7451
H21 2.1500 3.8027 -0.4895
C25 2.6319 -0.5805 4.5056
As1 0.8564 -1.3054 4.5012
C26 1.0267 -3.0270 5.3331
C27 -0.1426 -0.1895 5.6899
O3 0.1069 -1.4918 3.0321
H22 3.0894 -0.8728 5.4515
H23 2.5533 0.5034 4.4360
H24 3.2200 -0.9732 3.6797
H25 1.5905 -2.9697 6.2637
H26 1.5372 -3.6783 4.6286
H27 0.0305 -3.4193 5.5234
H28 0.3410 -0.1464 6.6650
H29 -1.1445 -0.5975 5.7816
H30 -0.1739 0.8082 5.2547

Results
HOMO-LUMO gap = 7.265 eV
Relative energy (zero: lowest compared OMol25 entry of this formula, charge and spin) = 53.3 kcal per mole
Charge = 0

Here are the Löwdin charges for atoms 1 to 5, given in e: 1.480, 0.097, -0.321, -0.044, -0.091